No. 1
ORCA calculation (the ωB97M-V functional and the def2-TZVPD basis) on a molecular structure, C27H39FIN3O7P in a non-equilibrium geometry.

The geometry in XYZ format:
```
79
C27H39FIN3O7P (the ωB97M-V functional and the def2-TZVPD basis)
C 2.320 0.911 3.623
C 0.989 0.369 4.117
O 0.696 -0.839 3.422
C -0.521 -1.430 3.834
C -0.927 -2.420 2.778
O -1.551 -1.830 1.610
C -0.839 -0.817 1.050
C 0.228 -1.097 0.170
C 0.406 -2.552 -0.214
F 1.736 -2.951 -0.064
C -0.080 -2.885 -1.624
C -0.905 -4.162 -1.665
C 0.994 -0.086 -0.354
C 2.094 -0.487 -1.277
C 3.418 -0.703 -0.541
C 4.513 -1.383 -1.384
C 4.398 -1.284 -2.896
N 3.387 -2.235 -3.430
C 2.970 -1.838 -4.762
C 1.487 -1.783 -4.962
O 3.755 -1.537 -5.616
C 0.696 1.289 -0.017
C 1.451 2.436 -0.458
P 3.048 2.589 -1.418
O 2.753 3.040 -2.792
N 0.993 3.677 -0.208
I 1.799 5.471 -0.911
C -0.123 3.914 0.534
C -0.817 2.884 1.050
O -1.922 3.213 1.830
C -1.644 3.740 2.989
N -1.407 4.209 4.004
C -0.487 1.538 0.791
C -1.242 0.478 1.311
O -2.323 0.699 2.092
C -3.611 0.426 1.464
C -4.593 1.550 1.741
O -4.972 2.179 0.538
C -6.368 2.238 0.265
C -6.583 2.415 -1.218
H 2.987 1.138 4.448
H 2.792 0.151 3.006
H 2.189 1.814 3.032
H 0.179 1.083 3.935
H 1.008 0.171 5.190
H -0.404 -1.965 4.782
H -1.286 -0.668 3.973
H -0.038 -2.976 2.476
H -1.650 -3.126 3.174
H -0.163 -3.154 0.483
H -0.674 -2.057 -2.009
H 0.789 -2.990 -2.271
H -1.747 -4.102 -0.977
H -1.297 -4.348 -2.661
H -0.305 -5.024 -1.377
H 2.172 0.195 -2.114
H 1.845 -1.436 -1.744
H 3.200 -1.311 0.332
H 3.808 0.236 -0.136
H 4.578 -2.432 -1.103
H 5.476 -0.945 -1.120
H 5.380 -1.473 -3.328
H 4.125 -0.284 -3.231
H 3.880 -3.114 -3.572
H 1.150 -0.780 -4.698
H 0.981 -2.491 -4.316
H 1.255 -1.963 -6.006
H 3.703 3.486 -0.563
H 3.843 1.468 -1.303
H -0.419 4.935 0.710
H -3.460 0.345 0.392
H -3.960 -0.519 1.868
H -5.464 1.172 2.276
H -4.111 2.277 2.396
H -6.844 1.319 0.609
H -6.802 3.078 0.812
H -5.930 1.742 -1.768
H -7.612 2.170 -1.470
H -6.393 3.436 -1.533
```

Calculated values
F_max, eV/A: 1.1
HOMO-LUMO gap, eV: 6.91
Net charge: +1
Energy, eV: -67530.5094
LUMO level, eV: -4.84


No. 2
ORCA calculation (the ωB97M-V functional and the def2-TZVPD basis) on C27H39N3O4 in the gas phase.

The geometry in XYZ format:
```
73
C27H39N3O4 (the ωB97M-V functional and the def2-TZVPD basis)
O -2.863 -0.718 2.999
C -2.713 -0.035 2.005
N -1.600 0.716 1.788
C -0.433 0.545 2.624
C 0.702 -0.086 1.816
O 0.745 -1.309 1.785
N 1.594 0.712 1.179
C 1.285 2.106 0.909
C 0.779 2.356 -0.522
C 0.925 3.816 -0.961
C -0.201 3.940 -1.981
C -1.287 3.085 -1.332
O -0.618 2.061 -0.609
C 2.811 0.132 0.525
C 2.383 -0.456 -0.849
O 2.713 0.069 -1.901
N 1.620 -1.547 -0.778
C 0.998 -2.134 -1.949
C 0.597 -3.577 -1.645
C -0.560 -3.650 -0.648
C -1.756 -2.847 -1.150
C -1.351 -1.395 -1.378
C -0.220 -1.315 -2.398
C 3.458 -0.921 1.444
C 4.730 -1.502 0.834
C 5.766 -0.409 0.620
C 5.173 0.660 -0.284
C 3.870 1.223 0.287
C -3.740 0.049 0.927
C -4.511 -1.083 0.679
C -5.461 -1.076 -0.324
C -5.663 0.069 -1.077
C -4.922 1.210 -0.813
C -3.962 1.202 0.183
H -1.459 1.156 0.885
H -0.716 -0.189 3.387
H -0.153 1.477 3.124
H 0.509 2.447 1.590
H 2.169 2.719 1.086
H 1.305 1.705 -1.229
H 1.907 4.020 -1.380
H 0.748 4.482 -0.114
H -0.526 4.965 -2.145
H 0.106 3.504 -2.932
H -1.959 2.613 -2.053
H -1.883 3.688 -0.632
H 1.274 -1.840 0.131
H 1.748 -2.110 -2.749
H 1.461 -4.119 -1.255
H 0.296 -4.053 -2.580
H -0.252 -3.258 0.323
H -0.844 -4.694 -0.505
H -2.566 -2.893 -0.421
H -2.120 -3.275 -2.088
H -1.024 -0.960 -0.433
H -2.208 -0.815 -1.728
H 0.086 -0.278 -2.544
H -0.564 -1.704 -3.359
H 3.700 -0.431 2.391
H 2.773 -1.735 1.664
H 5.122 -2.274 1.499
H 4.493 -1.971 -0.124
H 6.669 -0.823 0.168
H 6.042 0.028 1.584
H 4.973 0.239 -1.269
H 5.879 1.485 -0.408
H 3.500 1.956 -0.429
H 4.087 1.718 1.237
H -4.348 -1.960 1.288
H -6.048 -1.962 -0.519
H -6.406 0.078 -1.861
H -5.095 2.110 -1.385
H -3.406 2.101 0.398
```

Calculated values
F_max, eV/A: 0.6
HOMO-LUMO gap, eV: 9.74
SMILES: O=C(NCC(=O)N(C[C@@H]1CCCO1)C1(C(=O)NC2CCCCC2)CCCCC1)c1ccccc1
Energy, eV: -41294.9517
LUMO level, eV: 0.57